Entry 1:
Below is the molecule C11H15NOS in a non-equilibrium geometry, with properties calculated with wB97M-V/def2-TZVPD.

Structure (XYZ):
```
29
Properties=species:S:1:pos:R:3:nbo_charge:R:1
C 4.482 -0.751 0.617 -0.2941
C 3.351 -1.571 0.439 -0.2433
C 4.220 0.460 0.057 0.1011
C 2.418 -0.701 -0.054 0.2023
C 1.054 -1.005 -0.222 0.2205
C -0.236 -0.002 -0.378 -0.0761
C -1.417 -0.836 0.297 -0.1310
C -0.121 1.428 0.302 -0.6145
C -0.379 0.150 -1.816 -0.6364
C -2.782 -0.494 -0.280 -0.6376
C -1.373 -0.833 1.804 -0.6291
N 0.697 -2.262 -0.153 -0.5883
O 2.909 0.545 -0.256 -0.3921
S -0.912 -2.548 -0.275 0.4409
H 5.410 -1.032 0.786 0.2100
H 3.298 -2.595 0.354 0.2427
H 4.852 1.304 -0.118 0.2041
H -0.982 2.005 0.214 0.2113
H 0.844 2.035 -0.086 0.2274
H 0.135 1.289 1.401 0.2150
H -1.277 0.806 -2.105 0.2066
H -0.506 -0.706 -2.446 0.2322
H 0.568 0.586 -2.125 0.2219
H -3.326 -1.482 -0.015 0.2126
H -2.832 -0.313 -1.308 0.2211
H -3.426 0.275 0.120 0.2242
H -1.266 0.261 2.272 0.2039
H -0.559 -1.362 2.235 0.2273
H -2.247 -1.208 2.231 0.2176
```

Properties
E_HOMO = -7.6 eV
multiplicity = 1
SMILES string = CC1(C)SN=C(c2ccco2)C1(C)C
energy above the lowest of the compared OMol25 structures with the same formula, charge and spin = 360.00 kJ/mol
frontier orbital gap = 8.010 eV

---

Entry 2:
Below is a structure of composition C11H16AgF3O3P2S in a non-equilibrium geometry, with properties calculated with wB97M-V/def2-TZVPD.

Structure (XYZ):
```
37
Properties=species:S:1:pos:R:3:nbo_charge:R:1
Ag 0.541 -0.798 1.980 0.7529
C -2.804 1.576 1.783 -0.9241
P -1.170 0.919 1.223 0.7508
C -0.249 2.480 0.945 -0.9341
C -1.519 0.407 -0.516 -0.2197
C -2.239 1.291 -1.317 -0.2191
C -2.509 1.019 -2.644 -0.2019
C -2.055 -0.163 -3.202 -0.1826
C -1.341 -1.051 -2.421 -0.2054
C -1.061 -0.793 -1.081 -0.3552
P -0.037 -2.026 -0.169 0.7574
C -0.686 -3.643 -0.784 -0.9202
C 1.506 -1.931 -1.150 -0.9346
H -3.078 2.491 1.261 0.2244
H -2.723 1.794 2.848 0.2434
H -3.578 0.824 1.642 0.2419
H -0.773 3.142 0.258 0.2186
H 0.732 2.223 0.550 0.2741
H -0.118 2.971 1.908 0.2400
H -2.587 2.224 -0.896 0.2069
H -3.064 1.727 -3.242 0.2190
H -2.244 -0.387 -4.241 0.2178
H -0.982 -1.962 -2.872 0.2097
H -0.486 -3.780 -1.846 0.2234
H -1.754 -3.729 -0.594 0.2407
H -0.169 -4.429 -0.233 0.2450
H 1.290 -2.052 -2.211 0.2160
H 2.184 -2.714 -0.812 0.2469
H 1.984 -0.970 -0.966 0.2746
F 4.120 2.308 1.425 -0.3197
C 4.097 1.359 2.370 0.7020
F 3.493 1.895 3.435 -0.3218
F 5.357 1.091 2.712 -0.3116
S 3.137 -0.143 1.791 2.3224
O 2.497 -0.589 3.016 -1.0048
O 4.079 -1.043 1.209 -0.9389
O 2.212 0.463 0.841 -1.0341
```

Properties
E_HOMO = -8.5 eV
multiplicity = 1
frontier orbital gap = 8.869 eV

---

Entry 3:
Below is a structure of composition C11H16BClN6W in a non-equilibrium geometry, with properties calculated with wB97M-V/def2-TZVPD.

Structure (XYZ):
```
36
Properties=species:S:1:pos:R:3:nbo_charge:R:1
H -0.801 -2.437 2.808 0.2666
N 0.088 -1.493 1.117 -0.4283
B 1.774 -0.620 -0.648 0.5123
N 1.301 -1.668 0.417 -0.2994
C 1.951 -2.682 0.986 0.1314
W -1.109 -0.065 0.425 1.8204
H 2.939 -2.946 0.619 0.2705
C 1.194 -3.198 2.046 -0.2839
H 1.461 -4.026 2.677 0.2831
C 0.028 -2.426 2.124 0.0576
H 2.888 -0.867 -1.075 0.0325
C -2.374 2.679 0.851 -0.7157
H -3.440 2.736 0.630 0.2701
H -1.889 1.806 0.232 0.0532
H -1.865 3.593 0.525 0.2683
N 1.718 0.782 0.021 -0.3163
N 0.727 -0.612 -1.800 -0.3153
N 0.564 1.300 0.606 -0.4510
N -0.618 -0.295 -1.528 -0.4343
C 2.728 1.640 0.204 0.0797
C 0.866 -0.792 -3.118 0.0976
H 3.693 1.374 -0.180 0.2574
H 1.821 -1.043 -3.568 0.2680
C 2.260 2.741 0.913 -0.3020
C -0.373 -0.595 -3.729 -0.2947
C 0.905 2.506 1.147 0.0355
C -1.288 -0.273 -2.733 0.0295
H 2.848 3.583 1.213 0.2737
H -0.578 -0.688 -4.776 0.2764
H 0.185 3.139 1.649 0.2439
H -2.350 -0.019 -2.782 0.2559
H -2.222 2.626 1.974 0.2582
Cl -3.236 -0.837 2.230 0.0828
C -3.022 -0.852 0.468 -0.8272
H -3.038 -1.880 0.086 0.2801
H -3.736 -0.191 -0.029 0.2633
```

Properties
E_HOMO (alpha / beta) = -15.6 / -16.2 eV
net charge = +2
multiplicity = 3
energy above the lowest of the compared OMol25 structures with the same formula, charge and spin = 15.53 kJ/mol
frontier orbital gap (alpha / beta) = 6.531 / 7.863 eV
expectation value of S² = 2.02

---

Entry 4:
Below is a structure of composition C11H16CaGeO6S4 in a non-equilibrium geometry, with properties calculated with wB97M-V/def2-TZVPD.

Structure (XYZ):
```
39
Properties=species:S:1:pos:R:3:nbo_charge:R:1
Ca -0.076 -1.147 0.415 1.7424
O 3.124 1.944 0.587 -0.6813
C 2.449 0.768 0.598 0.7877
O 1.950 0.327 -0.418 -0.6565
C 2.312 0.172 1.948 -0.2754
O 1.951 -1.175 1.911 -0.5603
C 2.910 -2.029 1.320 -0.2006
C 2.207 -3.121 0.426 0.7697
O 0.980 -3.000 0.275 -0.8442
O 2.955 -3.983 -0.031 -0.7235
H 2.978 2.363 -0.275 0.4940
H 1.410 0.715 2.381 0.3039
H 3.189 0.370 2.583 0.1916
H 3.509 -2.535 2.095 0.1845
H 3.596 -1.479 0.662 0.1785
O -2.783 1.385 7.122 -0.6497
C -2.458 1.151 5.977 0.1580
S -1.343 2.133 5.051 0.2649
C -1.377 1.210 3.519 -0.4150
C -2.159 0.100 3.511 -0.3932
S -2.440 -1.022 2.256 -0.5256
S -3.045 -0.210 5.036 0.2700
S -0.397 1.801 2.248 -0.5000
C -1.492 1.931 -2.027 -1.0865
Ge -1.199 0.130 -2.833 1.5708
C -2.478 0.108 -4.429 -1.0807
C 0.610 0.225 -3.686 -1.0886
C -1.391 -1.325 -1.575 -1.5582
H -1.429 2.728 -2.767 0.1977
H -0.747 2.112 -1.255 0.2282
H -2.468 1.981 -1.552 0.2275
H -2.303 0.952 -5.092 0.1930
H -3.509 0.164 -4.088 0.2077
H -2.365 -0.803 -5.011 0.2035
H 0.721 1.119 -4.296 0.1996
H 0.802 -0.640 -4.316 0.2103
H 1.361 0.243 -2.903 0.2294
H -1.115 -2.259 -2.074 0.2085
H -2.445 -1.403 -1.293 0.2179
```

Properties
E_HOMO = -0.7 eV
net charge = -2
multiplicity = 1
energy above the lowest of the compared OMol25 structures with the same formula, charge and spin = 82.52 kJ/mol
frontier orbital gap = 5.120 eV

---

Entry 5:
Below is a structure of composition C11H16Cl3EuNO2P in a non-equilibrium geometry, with properties calculated with wB97M-V/def2-TZVPD.

Structure (XYZ):
```
35
Properties=species:S:1:pos:R:3:nbo_charge:R:1
C -0.376 -3.607 -3.512 -0.8119
C -1.031 -2.479 -2.807 0.4887
H -1.148 -4.058 -4.172 0.3335
H 0.065 -4.407 -2.851 0.3032
H 0.399 -3.165 -4.177 0.2730
O -1.773 -2.408 -1.866 -0.4114
Cl 2.345 -3.840 -0.518 -0.5187
Eu 0.934 -1.823 -1.122 1.6401
P 0.101 1.652 -1.511 0.8086
C -1.389 2.678 -1.754 -0.9425
C 1.302 3.055 -1.546 -0.9136
H 1.190 0.519 -3.367 0.2239
H 0.464 2.086 -3.857 0.2610
H -0.581 0.643 -3.637 0.2331
C 0.308 1.167 -3.274 -0.9438
H 2.324 2.662 -1.461 0.2556
H 1.171 3.608 -2.490 0.2398
H -1.182 3.387 -2.567 0.2465
H -1.582 3.224 -0.822 0.2448
H 1.093 3.722 -0.699 0.2422
H -2.254 2.056 -1.997 0.2374
C -1.240 -0.281 -0.064 0.4447
O -2.188 0.055 0.487 -0.4509
Cl 2.771 0.026 -0.910 -0.5519
Cl 0.781 1.234 4.397 0.3467
C 0.918 -0.296 3.621 0.0365
C 1.014 -1.488 4.352 -0.1564
C 1.012 -2.713 3.676 -0.1527
C 0.900 -2.693 2.275 0.2217
N 0.794 -1.551 1.586 -0.5151
C 0.829 -0.367 2.216 0.1799
H 1.029 -1.449 5.444 0.2893
H 1.096 -3.666 4.197 0.2876
H 0.870 -3.624 1.691 0.2638
H 0.731 0.538 1.611 0.2673
```

Properties
E_HOMO (alpha / beta) = -14.4 / -14.4 eV
net charge = +2
multiplicity = 7
frontier orbital gap (alpha / beta) = 6.100 / 2.426 eV
expectation value of S² = 12.09

---

Entry 6:
Below is a cluster of 2 separate species, C11H16INO in total in a non-equilibrium geometry, with properties calculated with wB97M-V/def2-TZVPD.

Structure (XYZ):
```
30
Properties=species:S:1:pos:R:3:nbo_charge:R:1
C 3.127 0.589 -0.866 -0.2656
C 2.278 0.620 0.176 -0.1747
C 2.836 1.572 -1.914 0.0174
C 0.953 2.317 -0.973 0.0449
C 1.204 1.547 0.200 -0.2333
C -0.224 -1.561 -2.508 -0.6017
C -1.058 -1.495 0.739 -0.7468
C -1.305 2.818 2.461 -0.2410
C 0.003 -0.459 -1.410 -0.5378
C 0.378 1.721 1.213 0.2140
C -0.969 -0.487 -0.311 -0.0059
N 1.752 2.276 -1.993 -0.4264
O -0.731 2.473 1.205 -0.4885
I -2.670 0.685 -0.602 0.1216
H 3.913 -0.112 -1.108 0.2281
H 2.472 -0.108 1.095 0.2163
H 3.446 1.569 -2.829 0.1819
H -0.016 2.855 -1.064 0.2105
H -0.766 -1.087 -3.345 0.2171
H -0.728 -2.460 -2.141 0.2018
H 0.796 -1.849 -2.832 0.2103
H -0.136 -1.628 1.288 0.2212
H -1.553 -1.175 1.628 0.2374
H -1.268 -2.505 0.279 0.2214
H -2.355 2.522 2.546 0.1903
H -1.381 3.831 2.595 0.1900
H -0.814 2.289 3.286 0.1789
H 0.882 -0.593 -0.920 0.2238
H -0.024 0.474 -1.923 0.2355
H 0.582 1.106 2.087 0.1595
```

Properties
E_HOMO (alpha / beta) = -7.1 / -6.7 eV
multiplicity = 1
energy above the lowest of the compared OMol25 structures with the same formula, charge and spin = 294.21 kJ/mol
frontier orbital gap (alpha / beta) = 6.872 / 7.176 eV